*A*
The following is a DFT calculation (ωB97M-V/def2-TZVPD) of 6 unconnected molecules or ions with the total composition C24H39F9O15.

lowest unoccupied orbital energy: 0.6 eV

Positions of all 87 atoms, in Å:
C1 13.78 21.15 11.87
C2 14.40 20.11 11.01
O1 14.09 18.78 11.36
C3 15.16 18.17 11.96
O2 16.25 18.55 12.18
O3 14.71 16.90 12.19
C4 15.71 16.00 12.77
H1 12.69 21.02 11.94
H2 14.07 22.15 11.53
H3 14.14 21.09 12.90
H4 15.48 20.24 11.03
H5 13.99 20.24 9.98
H6 16.24 15.51 12.02
H7 15.18 15.22 13.31
H8 16.38 16.56 13.38
C5 14.83 12.54 18.89
C6 14.36 12.24 17.48
O4 14.49 10.86 17.12
C7 13.38 10.33 16.61
O5 12.27 10.70 16.89
O6 13.67 9.23 15.88
C8 12.55 8.44 15.54
H9 14.84 13.62 19.08
H10 15.89 12.33 19.20
H11 14.18 12.04 19.62
H12 14.89 12.82 16.72
H13 13.26 12.47 17.39
H14 12.30 7.78 16.36
H15 12.78 7.73 14.77
H16 11.78 9.10 15.12
C9 9.57 8.18 19.37
C10 10.86 8.86 18.90
O7 12.07 8.09 19.20
C11 13.08 8.75 19.82
O8 12.95 9.77 20.46
O9 14.23 8.15 19.60
C12 15.37 8.61 20.26
H17 9.57 7.17 19.09
H18 8.73 8.66 18.91
H19 9.47 8.15 20.45
H20 11.02 9.83 19.44
H21 10.88 8.96 17.83
H22 16.12 7.88 20.33
H23 15.12 9.20 21.14
H24 15.84 9.36 19.64
C13 10.03 17.15 13.33
C14 11.10 16.52 14.24
O10 10.40 15.79 15.20
C15 11.10 15.28 16.18
O11 12.29 15.22 16.20
C16 10.22 14.53 17.30
F1 10.89 14.65 18.50
F2 8.97 14.93 17.52
F3 10.23 13.22 16.91
H25 9.17 17.50 13.96
H26 9.67 16.34 12.72
H27 10.40 17.88 12.69
H28 11.63 17.32 14.71
H29 11.86 15.96 13.66
C17 13.72 14.05 8.56
C18 14.23 15.13 9.53
O12 13.64 16.44 9.28
C19 12.49 16.64 9.80
O13 11.76 16.06 10.57
C20 11.98 17.99 9.14
F4 11.42 18.83 10.07
F5 12.88 18.77 8.50
F6 11.03 17.58 8.25
H30 14.38 13.16 8.56
H31 13.66 14.49 7.57
H32 12.73 13.83 8.90
H33 15.27 15.27 9.37
H34 14.13 14.92 10.61
C21 7.34 13.92 14.50
C22 7.89 13.88 13.10
O14 9.30 13.29 13.25
C23 9.87 12.99 12.05
O15 9.55 13.14 10.93
C24 11.22 12.27 12.28
F7 11.05 10.97 12.12
F8 12.10 12.72 11.35
F9 11.80 12.53 13.43
H35 7.28 12.90 14.75
H36 6.32 14.28 14.33
H37 7.86 14.48 15.20
H38 7.92 14.84 12.51
H39 7.37 13.12 12.51

***

*B*
The following is a DFT calculation (ωB97M-V/def2-TZVPD) of 6 unconnected molecules or ions with the total composition C24H39F9O15.

lowest unoccupied orbital energy: 0.4 eV

Positions of all 87 atoms, in Å:
C1 3.08 0.10 -5.03
C2 3.68 -1.25 -4.62
O1 4.53 -1.09 -3.48
C3 5.74 -0.60 -3.67
O2 6.15 -0.07 -4.65
O3 6.44 -0.85 -2.55
C4 7.76 -0.36 -2.59
H1 2.32 0.37 -4.30
H2 2.46 -0.10 -5.91
H3 3.81 0.87 -5.28
H4 4.17 -1.76 -5.45
H5 2.87 -1.87 -4.24
H6 8.42 -0.85 -3.31
H7 8.25 -0.52 -1.63
H8 7.79 0.72 -2.77
C5 -2.00 -1.63 0.93
C6 -2.34 -0.26 0.41
O4 -1.53 0.01 -0.73
C7 -1.13 1.26 -0.97
O5 -1.44 2.21 -0.28
O6 -0.36 1.25 -2.03
C8 0.13 2.47 -2.56
H9 -0.92 -1.70 1.08
H10 -2.22 -2.42 0.20
H11 -2.59 -1.97 1.78
H12 -2.27 0.48 1.20
H13 -3.38 -0.22 0.08
H14 -0.09 3.28 -1.86
H15 -0.33 2.75 -3.52
H16 1.19 2.33 -2.73
C9 -3.96 -4.06 3.18
C10 -2.52 -4.54 3.22
O7 -1.92 -3.84 4.31
C11 -0.79 -4.38 4.79
O8 -0.30 -5.40 4.41
O9 -0.34 -3.58 5.72
C12 0.81 -3.91 6.47
H17 -4.53 -4.53 2.38
H18 -4.06 -2.98 3.06
H19 -4.46 -4.33 4.11
H20 -2.05 -4.34 2.26
H21 -2.53 -5.61 3.40
H22 0.74 -3.33 7.39
H23 1.73 -3.63 5.97
H24 0.92 -4.95 6.77
C13 2.29 1.56 0.82
C14 2.78 0.12 0.66
O10 2.01 -0.60 -0.30
C15 1.73 -1.85 -0.08
O11 1.98 -2.49 0.89
C16 1.07 -2.52 -1.33
F1 2.05 -3.09 -2.06
F2 0.22 -3.48 -0.93
F3 0.39 -1.67 -2.11
H25 2.46 1.90 1.84
H26 1.21 1.59 0.72
H27 2.82 2.19 0.11
H28 2.78 -0.40 1.62
H29 3.85 0.16 0.42
C17 -0.92 6.62 -3.81
C18 -2.08 5.71 -3.51
O12 -2.31 4.80 -4.58
C19 -3.57 4.40 -4.73
O13 -4.51 4.73 -4.08
C20 -3.76 3.33 -5.85
F4 -4.56 2.34 -5.43
F5 -4.33 3.89 -6.92
F6 -2.57 2.78 -6.14
H30 -0.42 7.00 -2.92
H31 -1.06 7.42 -4.54
H32 -0.09 5.99 -4.19
H33 -2.98 6.29 -3.28
H34 -1.94 5.21 -2.55
C21 -0.13 0.32 3.54
C22 -1.30 1.18 3.92
O14 -2.07 0.57 4.96
C23 -3.02 -0.29 4.68
O15 -3.41 -0.51 3.56
C24 -3.67 -0.90 5.94
F7 -3.49 -0.05 6.99
F8 -4.95 -1.14 5.78
F9 -2.98 -2.01 6.25
H35 0.66 0.88 3.04
H36 -0.50 -0.43 2.84
H37 0.30 -0.25 4.36
H38 -1.95 1.46 3.09
H39 -0.96 2.12 4.35

***

Relative energies in hartree: *A* 0.0395; *B* 0.0000

***

*A*
The following is a DFT calculation (ωB97M-V/def2-TZVPD) of a molecular structure, C8H13N.

lowest unoccupied orbital energy: 0.9 eV

Positions of all 22 atoms, in Å:
C1 -3.16 0.49 -0.14
C2 0.39 -2.94 -0.30
C3 0.12 -1.64 -0.57
C4 -2.39 -0.68 -0.01
C5 0.34 1.32 -1.02
C6 1.29 0.90 1.23
C7 -0.41 -0.70 0.46
C8 0.00 0.73 0.32
N1 -3.19 0.08 1.06
H1 -3.39 1.32 -0.86
H2 0.71 -3.65 -1.01
H3 0.33 -3.29 0.66
H4 0.20 -1.28 -1.71
H5 -2.79 -1.74 -0.35
H6 1.14 0.67 -1.53
H7 0.87 2.26 -0.83
H8 -0.42 1.57 -1.66
H9 1.22 0.33 2.08
H10 2.05 0.59 0.52
H11 1.13 1.91 1.59
H12 -0.32 -1.02 1.48
H13 -0.75 1.44 0.83

***

*B*
The following is a DFT calculation (ωB97M-V/def2-TZVPD) of C8H13N in the gas phase.

lowest unoccupied orbital energy: 1.0 eV

Positions of all 22 atoms, in Å:
C1 0.19 1.12 -0.41
C2 2.46 2.35 1.70
C3 1.76 2.76 0.64
C4 -0.62 -1.13 1.50
C5 -0.21 -2.30 -0.64
C6 -1.41 0.32 -2.13
C7 -1.04 -1.11 -0.03
C8 -0.73 0.16 -0.78
N1 1.12 1.77 -0.10
H1 2.91 2.89 2.43
H2 2.27 1.27 1.92
H3 1.72 3.82 0.38
H4 -0.80 -2.14 1.90
H5 0.46 -0.82 1.71
H6 -1.24 -0.49 2.11
H7 -0.17 -2.39 -1.84
H8 -0.53 -3.31 -0.44
H9 0.82 -2.28 -0.33
H10 -0.97 -0.31 -2.89
H11 -1.50 1.31 -2.42
H12 -2.40 -0.02 -2.21
H13 -2.09 -1.46 -0.05

***

*C*
The following is a DFT calculation (ωB97M-V/def2-TZVPD) of C8H13N in the gas phase.

lowest unoccupied orbital energy (alpha / beta): 0.8 / 0.8 eV

Positions of all 22 atoms, in Å:
C1 -0.68 -1.36 0.47
C2 0.68 -1.67 0.11
C3 1.12 0.55 0.50
C4 1.11 1.80 0.64
C5 -1.43 -0.32 -0.02
C6 -2.74 -0.01 0.58
C7 -0.99 0.69 -1.04
C8 2.82 -0.75 -0.42
N1 1.50 -0.63 0.03
H1 -1.10 -2.15 1.07
H2 1.04 -2.67 0.07
H3 0.93 2.60 -0.13
H4 1.20 2.25 1.63
H5 -2.65 0.61 1.47
H6 -3.45 -0.82 0.70
H7 -3.29 0.65 0.03
H8 -1.48 0.54 -2.00
H9 0.17 0.60 -1.32
H10 -1.12 1.64 -0.64
H11 3.01 -1.62 -0.96
H12 3.22 0.30 -0.85
H13 3.33 -0.92 0.47

***

Relative energies in hartree: *A* 0.0779; *B* 0.0000; *C* 0.0932

***

*A*
The following is a DFT calculation (ωB97M-V/def2-TZVPD) of 2 unconnected molecules or ions with the total composition C5H7NO3.

lowest unoccupied orbital energy (alpha / beta): -0.6 / -2.9 eV

Positions of all 16 atoms, in Å:
C1 -0.96 -0.85 -0.72
C2 -1.70 0.55 -0.97
C3 -0.33 1.22 -0.64
C4 0.28 -0.15 -0.62
C5 0.64 -0.59 2.26
N1 1.60 -0.44 -0.72
O1 -1.40 -1.90 -0.33
O2 1.97 -1.60 -0.99
O3 2.46 0.44 -0.57
H1 -2.14 0.69 -1.95
H2 -2.44 0.68 -0.25
H3 0.18 1.86 -1.39
H4 -0.29 1.72 0.28
H5 0.92 0.46 2.05
H6 1.53 -1.18 1.91
H7 -0.32 -0.91 2.66

***

*B*
The following is a DFT calculation (ωB97M-V/def2-TZVPD) of C5H7NO3 in the gas phase.

lowest unoccupied orbital energy: 0.7 eV

Positions of all 16 atoms, in Å:
C1 0.62 1.09 1.71
C2 -0.49 -1.49 -0.70
C3 -0.57 1.29 -0.44
C4 0.18 0.59 0.36
C5 0.70 -0.77 -0.09
O1 -1.33 -2.00 0.20
O2 1.74 -0.68 -1.02
N1 -1.44 1.82 -1.10
O3 -0.66 -1.55 -1.89
H1 -2.11 -2.37 -0.24
H2 1.35 -0.72 -1.91
H3 -1.23 2.49 -1.82
H4 1.07 -1.31 0.79
H5 0.32 2.12 1.86
H6 1.70 1.01 1.81
H7 0.16 0.47 2.49

***

*C*
The following is a DFT calculation (ωB97M-V/def2-TZVPD) of C5H7NO3 in the gas phase.

lowest unoccupied orbital energy: 0.4 eV

Positions of all 16 atoms, in Å:
C1 -0.94 -0.73 -0.11
C2 -0.58 1.76 0.26
C3 0.48 -0.70 -1.08
C4 -0.38 0.34 0.72
N1 1.17 -1.86 -0.91
C5 0.60 0.12 1.63
O1 -1.56 1.88 -0.63
O2 0.10 2.69 0.61
O3 0.62 0.05 -2.00
H1 -1.59 2.79 -0.96
H2 2.05 -1.92 -1.39
H3 1.04 -2.41 -0.08
H4 -1.80 -0.45 -0.70
H5 -1.01 -1.69 0.40
H6 0.73 -0.84 2.10
H7 1.06 0.96 2.14

***

Relative energies in hartree: *A* 0.2712; *B* 0.0164; *C* 0.0000